Computed, not measured: a structure of composition C4H8O2, with ωB97M-V/def2-TZVPD.

Element x y z (Å)
1 O -0.78 -2.04 -0.37
2 O -1.49 0.51 0.76
3 C -0.19 -1.60 0.58
4 C 1.13 -0.26 0.28
5 C 0.66 0.86 -0.58
6 C -1.05 1.01 -0.44
7 H 1.50 0.03 1.27
8 H 1.70 -1.06 -0.18
9 H 1.01 1.84 -0.25
10 H -0.75 -0.32 0.93
11 H -1.49 0.48 -1.31
12 H 0.86 0.70 -1.65
13 H -1.14 2.10 -0.52
14 H 0.04 -2.24 1.47

The HOMO energy is -9.457 eV. Its total charge is 0. As for the total energy: -307.5611 Ha. The value obtained for the frontier orbital gap is 9.3758 eV. The value obtained for the energy relative to the best compared isomer or geometry (same formula, charge and spin) is 397.26 kJ/mol. The calculation puts the largest force on an atom at 4.172 eV/Å.

Results of the natural (NBO) charge analysis, in e, for atoms 1 through 4: -0.480 -0.673 0.292 -0.416